The molecule C10H14N2, computed with the ωB97M-V functional and the def2-TZVPD basis.

Computed properties:
Relative energy (zero: lowest compared OMol25 entry of this formula, charge and spin) in kJ/mol: 390.0
SMILES string: NC[C@@H]1CNCc2ccccc21

Geometry as XYZ:
```
26
C10H14N2 | the OMol25 dataset | the ωB97M-V functional and the def2-TZVPD basis
C 1.36 -1.66 0.40
C 0.98 -0.88 -0.73
C 1.78 0.50 -1.04
C 0.46 1.81 0.24
C -0.73 0.84 0.25
C -2.07 1.31 0.42
C -3.15 0.42 0.23
C -2.86 -0.86 -0.08
C -1.56 -1.28 -0.25
C -0.54 -0.46 -0.39
H 1.62 -1.34 2.32
H 1.68 0.02 1.31
H 0.74 -2.54 0.45
H 2.45 -2.12 0.19
H 0.87 -1.40 -1.68
H 2.84 0.17 -1.67
H 1.19 0.98 -1.82
H 2.31 2.17 -0.12
H 0.60 2.29 1.18
H 0.41 2.45 -0.56
H -2.07 2.45 0.64
H -4.24 0.74 -0.06
H -3.69 -1.70 -0.21
H -1.40 -2.24 -0.86
N 1.22 -0.90 1.63
N 1.82 1.25 0.22
```



The ion C6H12N3O2 with charge +1, computed with the ωB97M-V functional and the def2-TZVPD basis.

Computed properties:
Relative energy (zero: lowest compared OMol25 entry of this formula, charge and spin) in kJ/mol: 365.4
Charge: +1
SMILES string: CC(C)(O)/N=N\C1=[NH+]CCO1

Geometry as XYZ:
```
23
C6H12N3O2 | the OMol25 dataset | the ωB97M-V functional and the def2-TZVPD basis
C -3.29 0.74 -0.20
C -3.05 -0.78 0.06
C 1.77 0.02 0.17
C -1.04 0.01 -0.50
C 2.41 -1.41 0.22
C 2.83 1.13 0.12
N 1.28 -0.04 -1.17
N 0.05 -0.07 -1.25
N -1.96 1.02 -0.74
O -1.62 -1.04 0.05
O 0.86 0.24 1.15
H -4.02 0.99 -1.01
H -3.47 1.26 0.73
H -3.46 -1.00 1.05
H -3.40 -1.48 -0.68
H 1.60 -2.02 0.47
H 3.12 -1.23 1.03
H 2.93 -1.80 -0.67
H 3.44 1.08 1.10
H 2.32 2.10 0.10
H 3.45 1.01 -0.79
H -1.55 1.90 -0.82
H 0.78 -0.62 1.59
```



M across the listed records, respectively: 162.236 158.181 g/mol.
Calculated total energy across the listed records, respectively: -498.8039 -550.2344 hartree.